Record 1
{
  "formula": "C20H45O6",
  "method": "ωB97M-V/def2-TZVPD",
  "symbols": ["C", "O", "C", "C", "C", "C", "C", "C", "C", "O", "O", "H", "H", "H", "H", "H", "H", "H", "H", "H", "H", "H", "H", "H", "H", "H", "C", "C", "O", "C", "C", "H", "H", "H", "H", "H", "H", "H", "H", "H", "H", "C", "C", "O", "C", "C", "H", "H", "H", "H", "H", "H", "H", "H", "H", "H", "C", "C", "O", "C", "C", "H", "H", "H", "H", "H", "H", "H", "H", "H", "H"],
  "coordinates": [[2.7683, 0.4693, 1.8226], [3.8363, 0.8899, 0.9872], [3.5889, 2.0502, 0.2051], [4.3219, 3.2900, 0.7549], [3.4551, 4.5289, 0.9992], [2.4048, 4.3387, 2.1137], [0.9289, 4.5153, 1.7283], [0.4788, 3.7509, 0.4847], [0.1613, 2.2471, 0.7437], [0.2621, 1.4967, -0.2425], [-0.1556, 1.9184, 1.9085], [1.9588, 1.2056, 1.8890], [3.1600, 0.2810, 2.8308], [2.3310, -0.4614, 1.4350], [3.9609, 1.8259, -0.8040], [2.5082, 2.2130, 0.1107], [4.7788, 2.9922, 1.7099], [5.1486, 3.5501, 0.0787], [4.1348, 5.3452, 1.2841], [2.9761, 4.8506, 0.0658], [2.6250, 5.0532, 2.9193], [2.5346, 3.3418, 2.5606], [0.3311, 4.1153, 2.5571], [0.6919, 5.5874, 1.6484], [-0.4290, 4.2095, 0.0687], [1.2208, 3.7768, -0.3213], [-1.8327, -0.9765, 0.4271], [-1.2651, -2.1164, -0.3887], [-2.1454, -3.2319, -0.5639], [-3.3735, -2.9426, -1.1939], [-3.2351, -2.3998, -2.6074], [-2.1454, -1.3280, 1.4140], [-1.0698, -0.2033, 0.5426], [-2.6937, -0.5113, -0.0584], [-0.3955, -2.5383, 0.1154], [-0.9204, -1.7476, -1.3608], [-3.9749, -2.2562, -0.5858], [-3.9052, -3.8966, -1.2206], [-2.7278, -1.4348, -2.6294], [-4.2217, -2.2695, -3.0567], [-2.6629, -3.0986, -3.2208], [-2.3778, -1.5570, 5.2970], [-2.2214, -0.3366, 6.1917], [-1.2203, 0.5632, 5.7746], [-1.4022, 1.1307, 4.4735], [-2.6686, 1.9522, 4.3314], [-1.4298, -2.0899, 5.2098], [-3.1224, -2.2347, 5.7202], [-2.7054, -1.2872, 4.2929], [-1.9168, -0.6536, 7.1918], [-3.1881, 0.1731, 6.2996], [-1.3579, 0.3597, 3.7015], [-0.5339, 1.7612, 4.3037], [-3.5747, 1.3537, 4.4530], [-2.6824, 2.3871, 3.3317], [-2.6921, 2.7593, 5.0675], [1.2477, -3.7011, -7.7864], [1.5713, -2.7118, -6.6782], [0.4356, -2.1390, -6.0626], [-0.4527, -3.0436, -5.4272], [0.1800, -3.8686, -4.3204], [0.6261, -3.2308, -8.5500], [2.1716, -4.0454, -8.2540], [0.7208, -4.5793, -7.4110], [2.1182, -1.8632, -7.0907], [2.2244, -3.1796, -5.9325], [-0.9289, -3.6965, -6.1697], [-1.2363, -2.4119, -5.0097], [0.9633, -4.5293, -4.6962], [-0.5760, -4.4928, -3.8421], [0.6155, -3.2186, -3.5606]],
  "forces_ev_per_a": [[-0.177, -0.058, 0.098], [0.126, 0.045, -0.006], [-0.098, -0.020, -0.148], [0.108, -0.078, 0.080], [0.096, 0.173, 0.030], [0.071, -0.093, 0.150], [-0.140, -0.005, 0.074], [0.011, -0.036, -0.006], [-0.126, 0.414, 0.038], [0.035, -0.232, -0.449], [-0.165, 0.085, 0.265], [0.245, -0.239, 0.048], [-0.017, 0.015, -0.128], [0.051, 0.157, 0.049], [-0.094, 0.044, 0.122], [0.306, -0.059, 0.009], [-0.044, 0.050, -0.178], [-0.090, -0.007, 0.137], [-0.139, -0.065, -0.098], [0.055, -0.079, 0.099], [-0.049, -0.173, -0.048], [-0.066, 0.139, -0.147], [0.022, 0.173, -0.092], [0.117, -0.145, -0.136], [0.072, -0.127, 0.096], [-0.162, 0.119, 0.083], [-0.048, -0.041, 0.070], [0.057, 0.038, 0.016], [0.007, -0.036, -0.052], [-0.045, -0.028, 0.035], [0.065, -0.015, -0.023], [0.000, -0.006, -0.002], [-0.014, 0.038, 0.014], [0.025, 0.022, -0.024], [-0.001, 0.006, -0.002], [-0.025, -0.002, -0.010], [0.038, 0.023, 0.002], [-0.019, 0.017, 0.003], [-0.026, 0.011, 0.027], [-0.006, -0.016, 0.002], [-0.015, 0.007, -0.013], [0.017, -0.001, -0.024], [0.025, -0.002, 0.022], [-0.063, 0.012, 0.048], [0.099, -0.016, -0.025], [-0.017, 0.014, 0.018], [-0.002, 0.004, -0.010], [0.012, -0.006, 0.016], [-0.021, 0.004, 0.009], [-0.021, -0.004, 0.003], [-0.001, 0.008, -0.030], [-0.004, -0.004, 0.010], [-0.002, -0.032, 0.007], [0.002, -0.011, -0.035], [0.040, 0.003, -0.001], [-0.006, -0.003, 0.002], [-0.044, 0.003, 0.000], [0.049, 0.017, 0.005], [-0.020, 0.014, -0.038], [-0.050, -0.015, 0.029], [0.071, 0.035, 0.000], [-0.001, -0.006, 0.003], [0.003, 0.016, -0.010], [0.025, -0.008, 0.010], [0.011, -0.011, 0.005], [-0.027, -0.014, 0.009], [0.030, -0.019, 0.001], [0.006, 0.010, -0.015], [-0.028, -0.024, -0.008], [-0.018, 0.027, 0.011], [-0.006, -0.006, 0.003]],
  "lumo_ev": 2.6,
  "de_lowest_kcal_mol": 0.0,
  "homo_energy_ev": -4.94,
  "charge": -1,
  "mol_weight_da": 381.6
}

***

Record 2
{
  "formula": "C25H23NO6",
  "method": "ωB97M-V/def2-TZVPD",
  "symbols": ["C", "H", "O", "C", "C", "C", "C", "C", "C", "H", "C", "C", "C", "O", "O", "C", "H", "H", "C", "O", "N", "C", "C", "C", "C", "C", "C", "H", "O", "C", "C", "C", "C", "C", "C", "H", "H", "H", "H", "H", "H", "H", "H", "H", "H", "H", "O", "C", "H", "H", "H", "H", "H", "H", "H"],
  "coordinates": [[-7.0454, -2.1187, 0.8413], [-8.0310, -2.4711, 1.1406], [-7.0898, -0.7175, 0.9652], [-5.9733, -0.0024, 0.6540], [-6.0764, 1.3829, 0.7965], [-5.0083, 2.2048, 0.5058], [-3.8011, 1.6724, 0.0615], [-3.6804, 0.2731, -0.0866], [-4.7764, -0.5415, 0.2149], [-4.6690, -1.6048, 0.0848], [-2.4295, -0.2702, -0.5569], [-2.0750, -1.5644, -0.6263], [-0.7659, -1.9457, -1.1368], [0.0777, -1.1828, -1.5697], [-0.5882, -3.2761, -1.0767], [0.5995, -3.8299, -1.6313], [0.8596, -3.2954, -2.5531], [0.3641, -4.8731, -1.8482], [1.8035, -3.7931, -0.6677], [2.2870, -4.8107, -0.2262], [2.2277, -2.5315, -0.4323], [3.2657, -2.0957, 0.3953], [4.0864, -2.9607, 1.1117], [5.0852, -2.4377, 1.9139], [5.2910, -1.0743, 2.0021], [4.4766, -0.2097, 1.2760], [3.4583, -0.7193, 0.4834], [2.8058, -0.0500, -0.0600], [4.6787, 1.1344, 1.4479], [4.4502, 2.0090, 0.4181], [4.0411, 3.2942, 0.7610], [3.8570, 4.2456, -0.2240], [4.0756, 3.9266, -1.5539], [4.4942, 2.6512, -1.8924], [4.6870, 1.6919, -0.9154], [5.0300, 0.7023, -1.1802], [4.6792, 2.3985, -2.9260], [3.9265, 4.6698, -2.3225], [3.5382, 5.2407, 0.0491], [3.8777, 3.5267, 1.8019], [6.0684, -0.6608, 2.6244], [5.7180, -3.1082, 2.4750], [3.9347, -4.0240, 1.0407], [1.7054, -1.7856, -0.8940], [-2.7014, -2.3827, -0.3104], [-1.6997, 0.4605, -0.8814], [-2.7045, 2.4153, -0.2378], [-2.7694, 3.8147, -0.1032], [-1.7862, 4.1803, -0.3954], [-2.9717, 4.1104, 0.9309], [-3.5272, 4.2484, -0.7630], [-5.1279, 3.2692, 0.6279], [-7.0117, 1.7967, 1.1378], [-6.2895, -2.5569, 1.5007], [-6.8508, -2.4250, -0.1916]],
  "forces_ev_per_a": [[-0.003, -0.172, -0.013], [0.090, -0.032, -0.032], [-0.029, 0.270, 0.028], [0.104, 0.172, -0.006], [0.039, -0.328, -0.037], [0.085, 0.124, -0.027], [-0.030, -0.511, -0.017], [-0.483, 0.613, 0.207], [-0.125, 0.061, 0.042], [-0.036, -0.148, -0.009], [0.660, -0.534, -0.212], [-0.383, 0.396, 0.143], [0.362, 0.251, -0.246], [-0.142, -0.088, -0.039], [-0.282, 0.023, 0.236], [0.418, -0.168, -0.272], [-0.078, -0.106, 0.107], [0.118, 0.194, 0.087], [-0.535, 0.021, -0.359], [0.102, -0.241, 0.075], [-0.021, 0.573, -0.086], [0.347, -0.074, 0.287], [-0.074, -0.248, -0.032], [-0.061, 0.168, -0.066], [0.013, 0.327, -0.050], [-0.106, -0.607, -0.007], [0.044, 0.184, 0.105], [-0.044, 0.050, -0.045], [0.049, 0.093, 0.143], [-0.035, 0.357, -0.319], [0.042, -0.325, 0.145], [-0.007, 0.010, -0.055], [-0.020, 0.102, -0.107], [-0.025, 0.057, -0.011], [0.106, -0.187, 0.215], [0.006, -0.044, -0.017], [0.018, -0.025, -0.078], [-0.011, 0.062, -0.061], [-0.021, 0.073, 0.031], [-0.020, 0.009, 0.116], [0.091, 0.063, 0.063], [0.054, -0.058, 0.050], [-0.006, -0.024, -0.009], [0.038, -0.352, 0.040], [-0.148, -0.031, 0.071], [0.087, -0.052, -0.037], [0.013, -0.301, -0.028], [0.013, 0.248, 0.013], [-0.096, 0.026, 0.033], [-0.008, -0.019, -0.040], [0.017, -0.023, 0.033], [0.021, 0.097, 0.005], [-0.113, 0.061, 0.041], [-0.008, 0.010, -0.030], [0.011, 0.005, 0.032]],
  "lumo_ev": -0.4,
  "de_lowest_kcal_mol": 59.9,
  "homo_energy_ev": -8.20,
  "mol_weight_da": 433.5
}

***

Record 3
{
  "formula": "C11H15N",
  "method": "ωB97M-V/def2-TZVPD",
  "symbols": ["C", "C", "H", "H", "H", "H", "H", "H", "C", "C", "C", "C", "C", "C", "C", "C", "C", "N", "H", "H", "H", "H", "H", "H", "H", "H", "H"],
  "coordinates": [[3.6192, 0.0941, -2.2664], [2.8187, 1.2984, -1.7746], [3.3065, -0.8462, -1.8144], [3.5705, -0.0181, -3.3494], [4.6842, 0.2126, -2.0463], [2.1060, 1.6949, -2.5067], [3.4539, 2.1124, -1.4311], [2.1259, 1.0518, -0.9713], [-3.7307, -1.5722, 0.9215], [-0.1733, -0.4413, 1.0299], [-1.5199, -0.2390, 0.6947], [-2.2527, -1.4320, 1.0440], [-1.3401, -2.2870, 1.5633], [0.3246, 1.7667, 0.4380], [0.7823, 0.5825, 0.9741], [-0.9656, 1.9277, -0.0885], [-1.9220, 0.9360, 0.0474], [-0.0699, -1.7058, 1.5553], [0.9087, 2.6720, 0.4890], [1.7544, 0.5147, 1.4366], [-1.2350, 2.8755, -0.5276], [-2.9592, 1.0538, -0.2314], [0.5929, -2.0452, 2.2313], [-1.4267, -3.3157, 1.8709], [-4.2058, -1.2347, 1.8390], [-4.0758, -2.5975, 0.7988], [-4.1709, -1.0584, 0.0738]],
  "forces_ev_per_a": [[0.421, 0.102, -0.195], [-0.784, 0.038, 0.084], [-0.124, 0.023, -0.017], [-0.130, -0.055, -0.010], [-0.103, -0.034, 0.107], [0.446, 0.016, -0.294], [0.005, 0.065, -0.065], [0.529, -0.175, 0.110], [-0.331, -0.654, 0.129], [0.507, 0.222, 0.833], [-0.274, -0.171, -0.680], [0.069, 0.165, -0.210], [0.313, 0.087, -0.170], [-0.190, 0.479, 0.080], [-0.983, 0.128, 0.162], [-0.531, -0.224, 0.165], [0.588, -0.070, 0.487], [-0.566, -0.813, 0.125], [0.484, -0.083, -0.192], [0.151, -0.171, -0.113], [-0.004, 0.125, -0.046], [0.014, 0.184, -0.201], [0.389, 0.329, -0.287], [-0.196, 0.016, 0.191], [-0.178, 0.321, 0.021], [0.313, -0.269, 0.056], [0.166, 0.419, -0.071]],
  "lumo_ev": 0.9,
  "de_lowest_kcal_mol": 12.7,
  "homo_energy_ev": -7.90,
  "mol_weight_da": 161.2
}

***

Record 4
{
  "formula": "C4H4NOS",
  "method": "ωB97M-V/def2-TZVPD",
  "symbols": ["C", "C", "C", "C", "N", "O", "S", "H", "H", "H", "H"],
  "coordinates": [[-3.0527, -1.1924, 0.1803], [2.7405, -0.2764, -0.2543], [-1.1043, 0.2174, 0.3255], [-1.6387, -0.9687, 0.0609], [-4.1626, -1.4498, 0.3920], [2.4172, 0.8775, -0.0703], [1.9650, -1.7210, 0.0830], [-0.0098, 0.2070, 0.2087], [3.8325, -0.4102, -0.7675], [-1.7965, 0.9553, 0.5948], [-0.9527, -1.7237, -0.1944]],
  "forces_ev_per_a": [[-0.560, -0.759, 0.458], [2.903, -0.083, -1.297], [0.730, -1.743, -0.656], [-0.618, 0.975, 0.189], [0.757, 0.367, -0.386], [-0.682, 0.862, 0.264], [-0.592, -0.843, 0.185], [-0.408, 0.923, 0.391], [-1.707, 0.022, 0.797], [-0.182, 1.612, 0.435], [0.359, -1.333, -0.380]],
  "lumo_ev": 3.8,
  "de_lowest_kcal_mol": 27.0,
  "homo_energy_ev": -3.81,
  "charge": -1,
  "mol_weight_da": 114.1
}

***

Number 1: orbital gap 7.53 eV. Number 2: orbital gap 7.82 eV. Number 3: orbital gap 8.85 eV. Number 4: orbital gap 7.57 eV.